(1)
The following is a DFT calculation (ωB97M-V/def2-TZVPD) of an isolated ion of composition C5H9N and charge -1 in a non-equilibrium geometry.

```
15
Properties=species:S:1:pos:R:3:forces:R:3:nbo_charge:R:1
C -0.4288 -0.3742 0.3281 0.52 -0.53 -2.12 -0.414
C -1.6280 0.2101 0.3410 -1.01 1.57 1.71 -0.379
N -2.1461 0.5900 1.6040 2.36 -1.02 0.11 -1.095
C 0.2521 -0.6530 -1.0509 -0.02 0.36 0.55 -0.461
C 1.7811 -0.4377 -1.0457 -2.99 -0.62 -0.53 -0.190
C 2.2485 0.6006 -0.4559 0.82 4.18 3.17 -0.429
H 0.0244 -0.7415 1.2834 -0.27 0.47 -1.24 0.196
H -2.2593 0.6451 -0.5237 1.50 -1.09 1.39 0.193
H -3.0901 0.8046 1.6659 -2.11 0.35 0.13 0.297
H -1.7194 0.1750 2.4759 -0.79 0.58 -1.59 0.331
H -0.3112 -0.1530 -1.8808 0.56 -0.03 0.77 0.209
H 0.1492 -1.6900 -1.2705 -0.27 -1.11 -0.24 0.184
H 2.3327 -1.2372 -1.4440 1.02 -0.93 -0.21 0.182
H 3.2000 0.7991 0.0518 0.47 -0.55 -1.20 0.183
H 1.5949 1.4620 -0.0788 0.22 -1.63 -0.70 0.193
```
Forces are in eV/Å.

Calculated values
charge: -1
relative energy (zero: lowest compared OMol25 entry of this formula, charge and spin): 36.5 kcal per mole
HOMO energy (spin up / spin down): 0.057 / -0.140 Ha
expectation value of S²: 0.75
multiplicity: 2
Kohn-Sham gap (spin up / spin down): 2.54 / 7.60 eV


(2)
The following is a DFT calculation (ωB97M-V/def2-TZVPD) of C5H9N in the gas phase in a non-equilibrium geometry.

```
15
Properties=species:S:1:pos:R:3:forces:R:3:nbo_charge:R:1
C 0.5859 -1.5871 -1.0560 -0.03 0.04 0.01 -0.609
C -0.2895 -0.3604 -0.7865 -0.25 0.07 -0.29 -0.403
C 0.1495 0.4796 0.3962 -0.52 -0.11 -0.16 -0.206
C -0.6814 1.7174 0.6784 -0.22 0.11 -0.14 -0.607
C -0.0457 -0.4598 1.6708 2.58 1.41 -0.88 0.156
N 0.9328 -0.5855 2.2874 -0.61 -0.99 1.17 -0.248
H 1.6322 -1.3033 -1.2236 -0.18 -0.01 0.04 0.206
H 0.5620 -2.2917 -0.2165 -0.01 0.15 -0.12 0.216
H 0.2348 -2.1151 -1.9498 0.07 0.09 0.17 0.216
H -0.2902 0.2947 -1.6609 -0.03 -0.03 -0.13 0.204
H -1.3239 -0.6687 -0.5981 0.05 0.00 -0.18 0.203
H 1.2107 0.8056 0.2158 -0.79 -0.71 0.76 0.221
H -0.6562 2.3885 -0.1836 -0.02 0.00 0.02 0.212
H -1.7153 1.4217 0.8737 0.02 0.16 -0.04 0.212
H -0.3057 2.2640 1.5526 -0.06 -0.20 -0.22 0.225
```
Forces are in eV/Å.

Calculated values
SMILES: CC[C@@H](C)C#N
charge: 0
relative energy (zero: lowest compared OMol25 entry of this formula, charge and spin): 39.1 kcal per mole
HOMO energy: -0.411 Ha
Kohn-Sham gap: 11.38 eV


(3)
The following is a DFT calculation (ωB97M-V/def2-TZVPD) of C5H9N in the gas phase in a non-equilibrium geometry.

```
15
Properties=species:S:1:pos:R:3:forces:R:3:nbo_charge:R:1
C 2.7471 -0.6007 0.5490 -0.33 -0.21 -1.32 -0.586
C 1.5867 0.1099 0.5296 1.37 -1.28 0.02 0.043
N 0.7345 0.1321 -0.5420 -1.58 0.60 0.85 -0.603
C -0.5178 0.8953 -0.4154 -0.33 -1.70 -0.96 -0.245
C -2.4269 -0.4595 0.3475 -0.93 -0.17 0.03 -0.375
C -1.7608 0.0413 -0.6812 0.53 0.39 0.78 -0.203
H 2.8130 -1.3987 -0.1948 0.21 0.41 -0.39 0.171
H 3.7143 -0.1675 0.7652 -0.20 -0.29 1.45 0.218
H 1.2629 0.5380 1.4733 0.07 1.29 -0.53 0.195
H 0.6378 -0.6408 -1.1825 0.67 -0.12 0.07 0.392
H -0.6296 1.2717 0.5943 0.27 0.36 -0.06 0.205
H -0.5340 1.6813 -1.1744 0.12 0.32 0.35 0.197
H -3.4833 -0.6960 0.2816 0.16 -0.82 -0.36 0.198
H -2.0230 -0.6032 1.3407 0.20 0.72 0.16 0.192
H -2.1210 -0.1031 -1.6909 -0.23 0.50 -0.09 0.202
```
Forces are in eV/Å.

Calculated values
SMILES: C=CCNC=C
charge: 0
relative energy (zero: lowest compared OMol25 entry of this formula, charge and spin): 68.5 kcal per mole
HOMO energy: -0.274 Ha
Kohn-Sham gap: 8.55 eV


(4)
The following is a DFT calculation (ωB97M-V/def2-TZVPD) of C5H9N in the gas phase in a non-equilibrium geometry.

```
15
Properties=species:S:1:pos:R:3:forces:R:3:nbo_charge:R:1
C 0.3030 1.4041 1.1273 0.88 -0.77 0.51 -0.604
C 0.1827 1.1592 -0.3687 -0.41 1.24 -0.84 -0.449
C 0.0526 -0.2690 -0.7828 0.37 -0.89 -0.11 0.162
C 1.0947 -1.0384 -1.1001 -0.34 -0.05 0.34 -0.466
C -1.5736 -1.5409 0.1883 0.64 -0.37 -0.19 -0.048
N -1.2592 -0.8199 -0.7949 -0.24 1.05 0.33 -0.396
H 0.6421 2.3949 1.4336 -0.17 0.15 -0.49 0.218
H -0.5916 1.1889 1.7004 -0.31 -0.13 -0.10 0.207
H 1.0871 0.7220 1.4790 -0.14 0.05 0.23 0.206
H 1.0402 1.5844 -0.8967 0.19 -0.14 0.23 0.217
H -0.6548 1.7333 -0.7696 -0.22 -0.10 0.00 0.217
H 2.0994 -0.6470 -1.1543 0.03 0.02 0.03 0.204
H 0.9290 -2.1021 -1.2269 0.16 0.07 -0.34 0.201
H -2.5789 -1.9331 0.2899 -0.03 -0.11 -0.03 0.178
H -0.7727 -1.8363 0.8756 -0.41 -0.02 0.44 0.153
```
Forces are in eV/Å.

Calculated values
SMILES: C=NC(=C)CC
charge: 0
relative energy (zero: lowest compared OMol25 entry of this formula, charge and spin): 32.0 kcal per mole
HOMO energy: -0.333 Ha
Kohn-Sham gap: 10.16 eV


(5)
The following is a DFT calculation (ωB97M-V/def2-TZVPD) of C5H9N in the gas phase in a non-equilibrium geometry.

```
15
Properties=species:S:1:pos:R:3:forces:R:3:nbo_charge:R:1
N 1.8606 1.1682 0.5732 -0.36 -0.68 -0.82 -0.821
C 0.4926 0.8621 0.8026 1.77 1.04 0.99 0.155
C -0.0623 1.2546 1.9491 -2.07 -0.85 0.52 -0.512
C -1.0776 -1.6138 -1.7438 -0.66 0.11 -0.75 -0.652
C -0.6571 -0.8910 -0.5298 0.64 0.26 1.41 -0.146
C -0.1259 0.3191 -0.4098 -1.00 0.68 -0.51 -0.247
H 2.3561 0.4778 0.0109 -0.12 0.35 0.37 0.373
H 2.3749 1.5054 1.3634 0.12 -0.03 0.24 0.377
H 0.3538 1.5631 2.8989 0.98 0.22 -0.48 0.203
H -1.1349 1.1358 2.1081 0.08 -0.09 -0.51 0.197
H -1.8425 -2.3629 -1.5550 0.13 -0.21 0.25 0.220
H -0.2077 -2.0964 -2.1860 -0.02 -0.20 -0.06 0.226
H -1.5230 -0.9770 -2.5123 0.27 0.25 0.06 0.218
H -0.6509 -1.4197 0.4261 -0.02 -0.40 -0.31 0.199
H -0.1561 1.0747 -1.1956 0.26 -0.43 -0.37 0.209
```
Forces are in eV/Å.

Calculated values
SMILES: C=C(N)/C=C/C
charge: 0
relative energy (zero: lowest compared OMol25 entry of this formula, charge and spin): 30.6 kcal per mole
HOMO energy: -0.301 Ha
Kohn-Sham gap: 9.30 eV


(6)
The following is a DFT calculation (ωB97M-V/def2-TZVPD) of C5H9N in the gas phase in a non-equilibrium geometry.

```
15
Properties=species:S:1:pos:R:3:forces:R:3:nbo_charge:R:1
C -2.7187 0.1975 -1.1250 -0.02 0.72 1.74 -0.575
C -1.8918 0.8661 -0.0669 0.77 -1.02 -0.90 -0.462
C -0.4926 0.4736 -0.0201 1.45 -0.48 -0.24 0.001
C 0.6794 0.1706 0.0076 -0.96 0.41 0.76 -0.026
C 2.1032 -0.1666 0.1473 -0.40 0.79 2.04 -0.286
H -2.7131 -0.7989 -0.9175 -0.29 -3.04 0.36 0.203
H -2.3172 0.3206 -2.0468 1.45 0.47 -2.87 0.205
H -3.7102 0.5387 -1.1843 -1.39 0.60 0.30 0.204
H -1.9380 1.8692 -0.2641 0.10 2.88 -0.28 0.220
H -2.2790 0.7417 0.8883 -1.00 -0.39 1.82 0.222
H 2.3831 -0.3727 -0.8442 1.04 -0.61 -1.23 0.216
H 2.7058 0.7126 0.5120 -0.77 -0.48 -0.48 0.191
H 1.9381 -1.3187 2.0959 1.44 0.48 -4.09 0.372
H 3.4564 -1.4550 1.0911 -3.38 0.24 -0.03 0.357
N 2.3424 -1.3549 1.0017 1.95 -0.56 3.11 -0.842
```
Forces are in eV/Å.

Calculated values
SMILES: CCC#CCN
charge: 0
relative energy (zero: lowest compared OMol25 entry of this formula, charge and spin): 68.4 kcal per mole
HOMO energy: -0.335 Ha
Kohn-Sham gap: 10.10 eV


Look up the charge of the third one. 0


What is the charge in the sixth record? 0


Look up the relative energy (zero: lowest compared OMol25 entry of this formula, charge and spin) of the first one. 36.5 kcal per mole